No. 1
10
Properties=species:S:1:pos:R:3:forces:R:3:mulliken_charge:R:1 method="wB97M-V/def2-TZVPD" gap_ha=0.2317 de_lowest_kj_mol=165.63 e_lumo_ev=3.965 total_charge=-1 e_tot_ev=-14118.4109
O 1.429955 -1.398056 0.467521 -2.2 -3.1 1.6 -0.45
C 0.547611 -0.989265 -0.601222 -1.8 -0.5 -1.1 -0.43
C -0.953117 -1.066748 -0.296728 0.1 0.2 -0.4 -0.43
C -0.305256 0.255558 -0.308098 -0.1 -0.2 1.0 0.43
C -0.105939 1.486230 0.197879 -2.1 0.4 -0.4 -0.51
H -1.244648 -1.437514 0.700240 0.2 0.1 -0.3 0.20
H -1.640981 -1.372444 -1.095499 0.2 0.1 0.2 0.19
H -0.929299 2.174050 0.443717 0.3 -0.3 0.0 0.33
Sn 2.051431 0.343690 0.162446 7.9 0.7 -1.2 0.16
O 1.150244 2.004500 0.329748 -2.5 2.5 0.5 -0.50


No. 2
14
Properties=species:S:1:pos:R:3:forces:R:3:mulliken_charge:R:1 method="wB97M-V/def2-TZVPD" gap_ha="0.3128 / 0.2411" de_lowest_kj_mol=387.13 e_lumo_ev="-1.872 / -2.922" total_charge=0 e_tot_ev=-22692.3348
C -1.640040 1.377113 0.132024 1.3 0.0 0.2 0.41
C 0.887547 1.066890 0.100355 0.9 -1.6 -0.4 -0.22
C 0.921912 -0.291633 -0.869769 -1.6 1.8 -0.7 -0.48
C -0.406960 1.201423 0.799463 0.0 -0.9 1.6 -0.66
N -2.624891 1.511954 -0.444238 -0.8 0.1 -0.4 -0.38
O -1.405033 -1.931049 -0.660149 -0.1 -0.1 0.5 -0.47
O -0.351356 -2.986594 1.336693 0.4 -1.4 1.1 -0.49
O 0.978053 -1.373938 -0.092477 -0.8 -3.1 2.7 -0.32
S -0.584343 -1.859311 0.528807 0.8 2.2 -2.1 0.91
H 1.890997 1.006613 0.709338 -2.4 0.2 -0.8 0.30
H 0.937207 1.868130 -0.595528 0.4 0.9 -0.7 0.34
H -0.030297 -0.495606 -1.530944 2.0 1.5 0.5 0.40
H 1.914366 -0.268028 -1.324765 -0.4 0.3 -0.6 0.31
H -0.487164 1.174038 1.911187 0.2 0.0 -1.0 0.35


No. 3
20
Properties=species:S:1:pos:R:3:forces:R:3:mulliken_charge:R:1 method="wB97M-V/def2-TZVPD" gap_ha=0.2785 de_lowest_kj_mol=62.32 e_lumo_ev=3.471 total_charge=-1 e_tot_ev=-22322.7695
C 1.342124 1.050613 -0.129912 0.5 -0.5 1.3 -0.72
S 0.585110 -0.339768 0.813882 0.2 -0.1 -0.2 -0.72
H 2.321025 0.774646 -0.527285 -0.3 -0.3 -0.5 0.27
H 0.664929 1.440582 -0.870700 0.0 0.3 -0.3 0.24
H 1.626782 1.780254 0.625002 -0.4 0.6 -0.2 0.26
H -2.679610 0.229055 0.652287 -0.3 0.0 0.0 0.31
H -1.436516 0.723496 1.275680 -0.2 0.4 -0.2 0.24
O -2.365501 1.026294 1.093885 0.5 -0.5 0.1 -0.67
H -0.106388 -0.122226 -5.185724 -0.1 -0.1 0.3 0.32
H 0.658673 0.661959 -4.103928 -0.2 -0.2 0.1 0.35
O 0.435382 0.655375 -5.039541 0.2 0.3 -0.3 -0.66
H 3.421349 -0.169099 2.757601 0.1 -0.1 0.1 0.31
H 1.934805 -0.010755 2.762514 -0.3 -0.3 -0.1 0.22
O 2.681795 -0.160903 3.372504 0.2 0.3 0.0 -0.66
H -1.717952 -0.190483 -1.581905 0.1 0.1 0.1 0.31
H -0.514182 -1.022151 -1.133432 -0.1 0.2 0.2 0.34
O -1.157712 -0.917117 -1.862786 0.0 -0.2 -0.4 -0.63
H -2.434928 -1.668632 2.955086 0.2 0.6 0.0 0.31
H -1.305796 -1.591713 1.840550 0.0 0.5 0.2 0.25
O -1.953389 -2.149427 2.286222 -0.2 -1.0 -0.3 -0.67


No. 4
22
Properties=species:S:1:pos:R:3:forces:R:3:mulliken_charge:R:1 method="wB97M-V/def2-TZVPD" gap_ha=0.2577 de_lowest_kj_mol=298.19 e_lumo_ev=-0.222 total_charge=0 e_tot_ev=-16664.8644
C -3.230916 -0.461270 -0.027254 -0.1 -0.1 0.0 -0.48
C -3.160413 0.932375 0.005702 -0.1 0.1 0.0 -0.46
C -2.098621 -1.270122 -0.070000 -0.1 0.0 0.0 -0.68
C -1.953066 1.618487 0.000620 0.2 -0.1 0.0 -0.75
C -0.892848 -0.603458 -0.066480 -0.5 0.7 0.0 0.34
C -0.821410 0.826388 -0.035456 -1.0 -0.6 0.0 0.47
C 1.555532 -1.597090 0.022276 -0.6 0.2 -0.1 -0.07
C 2.950806 -1.214028 0.039469 0.3 0.4 0.0 -0.48
C 0.559489 -0.715557 -0.058860 0.8 -0.4 0.1 0.15
C 0.610686 0.778097 -0.049990 7.0 4.4 0.3 -0.24
C 1.825301 1.704833 0.001683 -6.3 -4.6 -0.2 -0.59
C 3.553086 -0.012133 -0.012602 0.2 -0.4 0.1 0.57
O 3.110361 1.281221 -0.033309 0.5 -0.1 0.0 -0.38
O 4.911418 0.002483 -0.031078 -0.1 0.3 0.0 -0.50
H -4.207462 -0.927074 -0.013450 0.0 0.0 0.0 0.36
H -4.083070 1.494666 0.044915 -0.1 0.0 0.0 0.36
H -2.189440 -2.346776 -0.104755 0.0 0.0 0.0 0.44
H -1.913638 2.697745 0.031337 0.0 0.1 0.0 0.43
H 1.358718 -2.660666 0.049634 -0.1 0.0 0.0 0.43
H 3.667262 -2.023055 0.071921 0.1 0.0 0.0 0.29
H 1.729274 2.770927 0.055550 0.1 0.2 0.0 0.44
H 5.225507 0.914492 -0.110041 -0.2 -0.1 0.0 0.35


No. 5
13
Properties=species:S:1:pos:R:3:forces:R:3:mulliken_charge:R:1 method="wB97M-V/def2-TZVPD" gap_ha="0.2970 / 0.2969" de_lowest_kj_mol=360.50 e_lumo_ev="0.623 / 0.622" total_charge=0 e_tot_ev=-10176.3253
N 0.370062 2.160971 -0.618346 -0.2 0.5 -0.5 -0.45
C 0.059147 1.207322 0.311902 0.4 -1.5 0.1 -0.51
C 0.001336 -0.114244 0.011478 0.6 2.7 -0.1 0.42
N 0.002001 -0.538000 -1.340626 0.0 -0.1 0.1 -0.55
N 0.209171 -1.050355 1.026387 -1.3 -1.9 -0.5 0.01
N -0.345326 -2.253706 0.688139 0.1 -0.6 2.6 -0.01
O -0.573401 -3.001071 1.639571 0.5 1.1 -1.3 -0.49
H 0.260905 1.840456 -1.571092 0.1 0.3 0.1 0.24
H 0.109056 3.112696 -0.417950 -0.1 -0.2 -0.2 0.22
H 0.053779 1.538064 1.341076 0.0 -0.1 0.1 0.29
H -0.940019 -0.776753 -1.640580 0.2 -0.1 0.0 0.24
H 0.567096 -1.377054 -1.436641 -0.1 0.1 -0.1 0.30
H 0.226194 -0.748326 2.006684 -0.1 -0.4 -0.4 0.28


No. 6
18
Properties=species:S:1:pos:R:3:forces:R:3:mulliken_charge:R:1 method="wB97M-V/def2-TZVPD" gap_ha=0.3564 de_lowest_kj_mol=581.46 e_lumo_ev=0.866 total_charge=0 e_tot_ev=-9462.5341
C 1.781857 -0.920551 0.138197 8.6 -5.6 1.0 -1.45
C 0.703227 -0.193066 0.132462 -8.5 6.2 -1.6 1.00
C -0.249821 -0.584664 -1.015561 -0.8 -5.3 0.5 -0.85
C -1.488864 0.161778 -0.707818 -6.3 0.4 0.7 -0.45
C -0.849485 1.230808 0.197575 -2.9 2.6 2.3 -0.01
C -0.451426 0.208619 1.322510 4.2 2.7 0.0 -1.01
C 0.665340 1.386852 -0.203371 -2.6 -3.8 1.6 0.22
H 1.499252 -2.037842 0.091351 0.7 1.3 1.2 0.30
H 2.410852 -0.936947 -0.839978 -0.8 0.9 1.6 0.29
H 2.351623 -0.502454 1.066969 0.1 -1.8 -1.6 0.31
H 0.070270 -0.636040 -2.034523 0.8 1.2 -0.7 0.42
H -0.327302 -1.790277 -0.918800 -0.5 2.3 0.1 0.30
H -2.282078 -0.494424 0.245626 2.2 1.7 -3.6 0.16
H -2.462627 0.518366 -1.585025 3.7 -1.0 2.4 0.23
H -1.570126 2.098984 0.578511 1.7 -1.6 -1.2 0.38
H -0.052099 0.672218 2.304968 0.4 -0.2 -1.9 0.28
H -1.217580 -0.346188 1.756835 -1.3 -1.7 -0.3 0.40
O 1.468984 2.164831 -0.529922 1.0 1.6 -0.5 -0.52


No. 7
9
Properties=species:S:1:pos:R:3:forces:R:3:mulliken_charge:R:1 method="wB97M-V/def2-TZVPD" gap_ha=0.3058 de_lowest_kj_mol=342.14 e_lumo_ev=0.078 total_charge=0 e_tot_ev=-8741.5851
O -0.159513 1.754978 -0.870947 0.1 0.3 0.1 -0.51
C -0.044449 0.542717 -0.279535 0.0 -0.2 -0.1 0.26
C 0.100160 -0.658418 -0.993068 -0.1 0.2 0.4 0.21
O 0.164880 -1.705593 -0.283426 -0.1 0.6 1.0 -0.52
C 0.229903 -0.796187 1.489817 -0.5 -0.1 -1.3 -0.06
N -0.003791 0.353165 1.025364 0.1 -0.1 0.0 -0.31
H -0.026702 2.428376 -0.192455 0.0 0.0 -0.1 0.35
H 0.201446 -0.644822 -2.086565 0.1 -0.3 0.4 0.35
H -0.461934 -1.274215 2.190815 0.4 -0.3 -0.3 0.24


No. 8
17
Properties=species:S:1:pos:R:3:forces:R:3:lowdin_spin:R:1 method="wB97M-V/def2-TZVPD" gap_ha="0.2355 / 0.1841" de_lowest_kj_mol=358.70 e_lumo_ev="-3.204 / -9.387" spin_multiplicity=3 total_charge=+1 e_tot_ev=-7292.4539
C 2.162344 -1.506353 0.202344 -0.3 -4.9 1.7 0.12
C -3.185092 -0.342400 -0.140971 -0.6 1.0 3.6 0.11
C 0.442298 1.979578 -0.105693 0.2 -1.4 -1.3 0.12
C 1.403923 -0.379834 0.189767 -3.9 2.8 1.3 0.45
N -1.749386 -0.200774 -0.138664 -0.5 -4.6 -1.8 0.60
N 1.098447 0.692841 -0.270836 2.0 2.3 -1.6 0.33
H 3.187868 -1.452863 0.110892 2.5 0.6 -0.7 0.02
H 2.004857 -1.920499 1.251390 0.4 0.0 -1.1 0.03
H 1.794487 -2.337675 -0.448646 0.1 0.8 0.2 0.00
H -3.451296 0.560153 -0.609157 -1.1 1.7 -0.3 0.02
H -3.617762 -0.403812 0.927717 0.8 0.0 -1.8 0.01
H -3.772710 -1.007208 -0.792663 1.1 -1.0 -0.2 0.06
H -0.636114 1.626497 -0.175134 0.0 1.0 0.5 0.04
H 0.683056 2.643730 -0.993392 -0.6 -1.0 0.8 0.02
H 0.732908 2.553393 0.779627 -0.4 -0.6 0.2 0.01
H -1.119414 -1.075595 0.005267 -0.4 1.7 1.9 0.05
H -1.526968 -0.151219 -1.108228 0.7 1.7 -1.4 0.01